DFT (wB97M-V/def2-TZVPD) results for a cluster of 16 separate species, C21H70ClFN2O17Si in total.

Geometry (Å):
1 C 5.1904 -0.5675 -0.5459
2 C 4.6432 -0.2175 -1.7041
3 C 3.2881 0.4068 -1.8027
4 Si 1.9862 -0.7525 -2.4526
5 Cl 2.2902 -1.2526 -4.4094
6 C 1.7247 -2.2783 -1.3946
7 N 2.1417 -3.5483 -1.9921
8 C 0.3327 0.2671 -2.4940
9 O -0.5680 0.0404 -3.2450
10 N 0.1909 1.4050 -1.5927
11 C -0.1757 1.1668 -0.2947
12 O -0.7942 1.9084 0.4032
13 F 0.2239 -0.0471 0.1412
14 H 4.7312 -0.2826 0.3970
15 H 6.0985 -1.1558 -0.4921
16 H 5.2045 -0.3812 -2.6186
17 H 3.2793 1.2869 -2.4610
18 H 2.9420 0.7529 -0.8208
19 H 0.6529 -2.3062 -1.1648
20 H 2.2325 -2.1282 -0.4335
21 H 2.5771 -3.4612 -2.8975
22 H 1.3928 -4.2205 -2.0351
23 H -0.4064 2.1339 -1.9755
24 C 0.8799 0.1388 3.9140
25 O 1.1413 1.4900 3.5310
26 H 1.6588 -0.1727 4.6101
27 H -0.0895 0.0581 4.3977
28 H 0.9062 -0.5159 3.0403
29 H 0.4388 1.7403 2.9216
30 C -2.6839 -1.7451 2.9484
31 O -1.8490 -0.5918 2.9112
32 H -3.0443 -1.8584 3.9671
33 H -3.5405 -1.6340 2.2817
34 H -2.1304 -2.6452 2.6661
35 H -1.5349 -0.4816 2.0090
36 C 3.7723 -0.8776 7.0904
37 O 4.0270 0.4740 6.7174
38 H 4.5542 -1.1791 7.7818
39 H 2.8045 -0.9717 7.5893
40 H 3.8009 -1.5370 6.2188
41 H 3.3372 0.7514 6.1067
42 C -4.3189 1.3540 -3.9263
43 O -3.0177 1.8486 -3.6116
44 H -5.0504 1.9654 -3.4030
45 H -4.5097 1.4181 -5.0014
46 H -4.4194 0.3155 -3.5969
47 H -2.3696 1.3000 -4.0642
48 C -6.1182 -2.8875 1.7976
49 O -6.2619 -2.9444 3.2108
50 H -5.4664 -3.7024 1.4904
51 H -7.0853 -3.0011 1.3026
52 H -5.6706 -1.9406 1.4832
53 H -6.8516 -2.2251 3.4586
54 C -4.6062 1.3077 -0.0823
55 O -3.6093 0.4217 -0.5765
56 H -5.5514 0.7704 -0.0630
57 H -4.3684 1.6482 0.9293
58 H -4.6978 2.1780 -0.7382
59 H -2.7842 0.9102 -0.6005
60 C 5.7206 0.4773 -6.0552
61 O 5.4004 0.4865 -4.6651
62 H 6.3622 -0.3827 -6.2297
63 H 4.8222 0.3728 -6.6679
64 H 6.2521 1.3855 -6.3507
65 H 4.8248 1.2413 -4.5102
66 C 6.5240 -1.6577 9.8965
67 O 5.6087 -2.6791 10.2770
68 H 7.0566 -2.0169 9.0197
69 H 6.0008 -0.7326 9.6397
70 H 7.2458 -1.4511 10.6908
71 H 5.1268 -2.3778 11.0517
72 C 8.4761 -0.4859 -3.7420
73 O 8.1560 -0.5176 -2.3552
74 H 9.1294 -1.3349 -3.9374
75 H 7.5731 -0.5838 -4.3429
76 H 9.0062 0.4308 -4.0138
77 H 7.5695 0.2206 -2.1613
78 C -5.9994 4.8495 -4.0304
79 O -7.0532 4.0228 -3.5579
80 H -5.5912 4.3961 -4.9306
81 H -6.3589 5.8543 -4.2711
82 H -5.2053 4.9139 -3.2814
83 H -7.3971 4.4265 -2.7520
84 C -10.1023 -2.3745 2.8156
85 O -9.1536 -1.4442 2.3013
86 H -9.8001 -3.3589 2.4674
87 H -10.1133 -2.3786 3.9083
88 H -11.1094 -2.1646 2.4477
89 H -9.4030 -0.5646 2.5980
90 C 7.5329 -4.3290 -4.9191
91 O 6.6324 -3.3130 -4.5014
92 H 7.0793 -4.8264 -5.7733
93 H 8.4974 -3.9149 -5.2284
94 H 7.7016 -5.0695 -4.1329
95 H 7.0217 -2.8666 -3.7421
96 C 5.9732 1.7491 4.4667
97 O 7.1208 1.7648 3.6199
98 H 5.5410 0.7549 4.4085
99 H 6.2379 1.9461 5.5069
100 H 5.2265 2.4780 4.1387
101 H 7.5159 2.6390 3.6680
102 C -6.0575 6.8101 -0.9722
103 O -7.0524 5.8055 -0.7871
104 H -5.4166 6.4588 -1.7747
105 H -6.5039 7.7629 -1.2665
106 H -5.4456 6.9576 -0.0796
107 H -7.6411 6.0818 -0.0797
108 C -7.4017 -1.4485 -4.0118
109 O -6.4180 -2.3697 -4.4697
110 H -8.3538 -1.9734 -4.0133
111 H -7.1859 -1.1122 -2.9943
112 H -7.4755 -0.5830 -4.6754
113 H -5.5673 -1.9224 -4.4716

For the orbital gap, the calculation gives 9.2060 eV. The calculation puts the energy above the lowest of the compared OMol25 structures with the same formula, charge and spin at 0.0 kJ/mol. Its multiplicity is 1. The HOMO energy is -9.261 eV.

Löwdin population analysis, charges in e, atoms 1 to 99:
1 C 0.0150
2 C -0.2496
3 C -0.2833
4 Si 0.3067
5 Cl 0.4341
6 C -0.3476
7 N -0.0483
8 C -0.4398
9 O 0.0799
10 N 0.1560
11 C -0.5456
12 O 0.1523
13 F 0.1165
14 H 0.0643
15 H 0.0573
16 H 0.0685
17 H 0.0800
18 H 0.0847
19 H 0.0751
20 H 0.0755
21 H 0.0139
22 H 0.0625
23 H 0.1574
24 C -0.1515
25 O -0.1233
26 H 0.0620
27 H 0.0684
28 H 0.0698
29 H 0.0547
30 C -0.1289
31 O -0.1400
32 H 0.0836
33 H 0.0568
34 H 0.0824
35 H 0.0490
36 C -0.1429
37 O -0.1314
38 H 0.0557
39 H 0.0794
40 H 0.0785
41 H 0.0602
42 C -0.1458
43 O -0.1420
44 H 0.0656
45 H 0.0810
46 H 0.0707
47 H 0.0456
48 C -0.1670
49 O -0.1282
50 H 0.0811
51 H 0.0668
52 H 0.0611
53 H 0.0598
54 C -0.1429
55 O -0.1308
56 H 0.0759
57 H 0.0794
58 H 0.0732
59 H 0.0337
60 C -0.1384
61 O -0.1664
62 H 0.0741
63 H 0.0786
64 H 0.0817
65 H 0.0727
66 C -0.1698
67 O -0.1273
68 H 0.0799
69 H 0.0688
70 H 0.0749
71 H 0.0721
72 C -0.1511
73 O -0.1230
74 H 0.0794
75 H 0.0408
76 H 0.0837
77 H 0.0634
78 C -0.1695
79 O -0.1278
80 H 0.0766
81 H 0.0803
82 H 0.0642
83 H 0.0517
84 C -0.1508
85 O -0.1326
86 H 0.0792
87 H 0.0779
88 H 0.0758
89 H 0.0765
90 C -0.1604
91 O -0.1290
92 H 0.0762
93 H 0.0723
94 H 0.0774
95 H 0.0562
96 C -0.1686
97 O -0.1288
98 H 0.0669
99 H 0.0735